C5H10O4 as an isolated structure at a distorted geometry. Source: the Open Molecules 2025 dataset; level of theory: ωB97M-V/def2-TZVPD.

The geometry in XYZ format:
```
19
C5H10O4, DFT ωB97M-V/def2-TZVPD
C 0.75683 0.91945 -0.19115
C -0.17144 1.15504 0.87026
C -1.40540 -1.61316 1.49169
C 0.52250 1.56082 -1.54732
C 0.35883 -0.80976 -0.29042
O -0.35292 -0.70670 1.14927
O 2.09558 0.99757 0.21197
O -0.70238 -0.96837 -1.17427
O 1.35653 -1.51671 -0.38077
H 2.45897 0.09962 0.10465
H -0.39058 -1.56880 -1.86465
H -1.17986 1.46730 0.62580
H 0.20204 1.35022 1.86641
H -1.00008 -2.62506 1.54395
H -1.77570 -1.31650 2.47309
H -2.21724 -1.57950 0.76276
H 0.85763 2.59855 -1.52073
H -0.52645 1.52542 -1.83498
H 1.11316 1.03058 -2.29554
```

Summary:
HOMO-LUMO gap = 9.14 eV
E_LUMO = 0.0010 hartree
E_tot = -13534.23042 eV